(1)
The following is a DFT calculation (ωB97M-V with the def2-TZVPD basis set) of C51H54ClN8OSTa as an isolated structure.

Calculated values
M	1043.52	g/mol
orbital gap (alpha / beta)	5.2 / 5.2	eV
ΔE to the lowest compared entry with this formula, charge and spin	0.0	kJ/mol
lowest unoccupied orbital energy (alpha / beta)	3.93 / 3.92	eV
E_tot	-3404.6655	Ha
charge	-2
HOMO level (alpha / beta)	-1.24 / -1.24	eV

XYZ file:
```
117
Properties=species:S:1:pos:R:3:forces:R:3:lowdin_charge:R:1
Ta 0.1535 0.0500 0.1704 -0.3 1.2 0.0 1.57
C -6.1024 1.7442 -1.9635 1.1 0.4 0.7 -0.09
C -4.8899 1.4876 -2.9172 -0.1 0.8 2.0 -0.19
C -3.7887 0.7233 -2.2187 -0.5 -2.0 -0.8 -0.13
C -3.7350 -0.6692 -2.2316 -0.2 2.1 0.4 -0.14
C -4.6048 -1.5277 -3.0912 1.2 -0.4 0.3 -0.19
C -3.8305 -2.0455 -4.3402 -0.6 -0.8 0.8 -0.08
C -2.6990 -1.0558 -1.3123 0.6 1.5 -0.9 -0.25
N -2.0078 0.1281 -0.8672 -0.2 -0.7 0.2 -0.08
C -2.6625 1.1816 -1.4519 0.0 0.0 0.1 -0.26
C -2.2408 2.5313 -1.4820 1.0 -2.2 2.2 0.02
C -1.1698 2.8437 -0.6581 0.0 0.8 -1.1 -0.21
C -0.3196 4.0513 -0.8444 1.0 0.8 0.3 -0.09
C -0.5445 5.2132 -1.8011 -2.0 -1.9 0.4 -0.19
C -1.4733 6.3327 -1.3391 0.2 -0.2 0.4 -0.11
C 0.8320 3.8747 -0.1574 -1.7 -1.0 0.3 -0.10
C 0.6145 2.6430 0.6832 0.0 -0.8 0.5 -0.50
C 0.4845 3.1131 2.1944 -1.0 0.3 -1.1 -0.24
C 1.1077 0.9992 3.1575 -0.5 0.7 0.3 -0.26
N 0.5452 -0.0467 2.3534 0.6 0.1 0.5 -0.01
C 1.0289 -1.2056 2.9601 -0.3 -0.4 -1.3 -0.29
C 0.8634 -2.4620 2.5037 0.5 0.1 0.8 -0.04
C 0.0302 -2.8774 1.4549 -0.5 0.1 0.2 -0.28
N -0.5680 -2.0418 0.5523 0.8 0.7 0.8 -0.04
C -1.4319 -2.8277 -0.1626 0.5 -0.3 0.0 -0.28
C -2.3500 -2.3360 -1.0797 0.3 0.5 1.0 0.02
C -1.3138 -4.1556 0.2600 -0.1 -1.3 1.0 -0.15
C -0.4230 -4.2051 1.3558 0.1 1.2 -1.6 -0.14
C 0.1479 -5.2936 2.1950 0.1 -1.2 -0.3 -0.22
C -0.4588 -5.3753 3.5894 -0.5 0.6 0.7 -0.11
C -2.1120 -5.3223 -0.2240 0.0 0.0 -1.1 -0.21
C -3.3094 -5.7356 0.6356 1.4 0.0 1.1 -0.09
C 1.8144 -0.9565 4.1375 1.2 0.7 1.0 -0.11
C 1.7929 0.3804 4.3401 -0.5 -0.6 -0.9 -0.10
C 2.1963 1.1748 5.5110 2.8 0.3 0.0 -0.25
C 1.2087 1.1702 6.6182 -1.3 0.4 0.1 -0.11
C 2.6545 -1.9662 4.9319 -0.8 -0.2 0.1 -0.19
C 3.9927 -2.3929 4.3076 -0.7 0.1 0.1 -0.09
N -0.5816 2.0111 0.2206 -1.0 0.4 -0.6 -0.04
C 2.0654 4.6670 0.0071 0.9 -0.4 -0.3 -0.18
C 1.9545 6.0107 0.7341 -0.2 -0.7 0.4 -0.07
H -6.7637 2.5269 -2.3475 -0.2 -0.4 -0.2 0.06
H -5.7320 2.1494 -0.9982 -0.1 -0.3 -0.4 0.08
H -6.6071 0.8014 -1.7385 -0.2 0.2 -0.1 0.06
H -4.5709 2.4584 -3.2641 0.3 0.3 -0.3 0.09
H -5.2959 0.9451 -3.7283 0.0 -0.5 -1.2 0.07
H -5.4704 -0.9565 -3.3978 -0.3 -0.1 0.0 0.08
H -4.9142 -2.3676 -2.4591 -0.3 -0.1 -0.4 0.11
H -3.4857 -1.2417 -4.9904 -0.1 0.0 0.1 0.07
H -4.5133 -2.7346 -4.8584 0.2 0.3 -0.3 0.06
H -2.9725 -2.6564 -4.0178 -0.1 0.4 -0.1 0.07
H -2.7751 3.1817 -2.0939 -0.4 1.2 -0.8 0.08
H -1.0116 4.7264 -2.6882 0.5 0.5 0.1 0.11
H 0.4016 5.6175 -2.0229 1.3 0.4 -0.6 0.08
H -2.4237 5.9499 -0.9777 -0.1 -0.1 0.0 0.06
H -1.6450 6.9629 -2.2129 -0.1 0.4 0.2 0.06
H -1.0457 6.8799 -0.4815 -0.2 0.0 -0.5 0.06
H 1.0348 4.0357 2.1881 0.2 0.6 0.3 0.10
H 1.3173 -3.2223 3.1296 -0.1 -0.1 -0.2 0.09
H -2.9577 -3.0697 -1.5052 -0.9 -1.0 -0.9 0.09
H 1.2515 -5.2138 2.2565 -0.5 0.1 -0.1 0.11
H -0.0766 -6.2939 1.7419 0.4 0.7 0.0 0.11
H -0.5730 -4.3871 4.1167 0.3 -0.9 -0.6 0.09
H 0.0551 -6.0994 4.2368 0.1 0.3 -0.1 0.06
H -1.4581 -5.7687 3.4336 -0.4 0.0 0.3 0.05
H -1.4495 -6.2251 -0.3431 -0.5 0.8 0.1 0.12
H -2.4843 -5.0852 -1.2505 0.2 -0.3 0.6 0.10
H -2.9708 -6.0248 1.6490 0.0 -0.2 -0.5 0.06
H -3.7224 -6.5777 0.1431 -0.9 -1.0 -0.2 0.05
H -4.0598 -4.9991 0.8450 -0.3 0.7 -0.5 0.07
H 2.4451 2.2059 5.2424 -0.3 -0.1 -0.4 0.10
H 3.1742 0.7970 5.9156 -0.6 0.0 -0.3 0.11
H 0.2866 1.6757 6.2565 0.4 -0.3 0.5 0.08
H 1.6177 1.7006 7.4895 -0.3 -0.2 -0.1 0.07
H 0.9620 0.1346 6.8482 -0.2 0.0 0.4 0.07
H 2.0917 -2.8584 5.2579 -0.1 0.2 -0.4 0.11
H 2.8974 -1.4967 5.8667 0.1 0.5 0.6 0.08
H 3.8461 -3.0067 3.4304 0.0 -0.1 -0.3 0.06
H 4.6135 -2.9327 5.0231 -0.1 -0.1 0.1 0.06
H 4.5081 -1.4929 4.0359 0.5 0.4 -0.4 0.07
H 2.5288 4.7718 -0.9789 -0.1 0.4 -0.1 0.09
H 2.7866 3.9964 0.5124 -0.2 0.4 0.1 0.13
H 1.1554 6.6301 0.3341 -0.1 0.0 0.1 0.06
H 2.8851 6.5406 0.6405 0.5 0.4 -0.1 0.06
H 1.7916 5.8197 1.8093 -0.2 0.3 -0.5 0.08
S 0.1331 -0.0071 -2.3347 0.8 0.2 0.0 0.71
Cl 2.3070 -1.0172 -0.1110 -0.1 -0.2 0.2 0.21
O 1.4888 1.5491 0.5022 0.3 0.3 -0.2 -0.34
N 1.1350 2.2832 3.0978 0.6 -2.0 1.1 0.15
C -0.9441 3.4206 2.6924 0.3 -0.7 0.1 -0.23
C -1.5830 2.5861 3.6208 0.8 0.5 -0.6 -0.31
N -2.0585 1.9188 4.4353 -0.5 -0.6 0.6 0.07
C -1.6581 4.5182 2.2602 0.8 -0.2 -0.3 -0.31
N -2.1535 5.4644 1.8111 -0.6 0.9 -0.3 0.08
C 2.2811 -4.0899 -4.6053 0.6 -1.4 0.2 -0.14
C 1.5924 -3.9457 -3.4092 -0.2 0.4 0.0 -0.09
C 1.3583 -2.6719 -2.9059 0.3 -0.4 0.5 -0.07
C 1.9770 -1.5721 -3.5110 -1.0 0.9 0.6 -0.31
C 2.6684 -1.7252 -4.7110 0.1 0.1 0.4 -0.04
C 2.8360 -2.9931 -5.2276 -0.3 0.1 -0.3 -0.13
N 1.7389 -0.2783 -2.9443 0.7 -0.3 -0.5 -0.44
C 2.8037 0.6580 -2.8227 -0.6 -0.4 0.2 -0.32
C 2.5730 2.0172 -2.9169 0.3 0.5 -0.4 -0.05
C 3.5971 2.9438 -2.9212 1.5 -0.7 0.2 -0.10
C 4.9484 2.5439 -2.7642 -1.8 -0.4 -0.2 -0.10
C 5.1656 1.1668 -2.5791 0.6 1.2 0.3 -0.10
C 4.1175 0.2701 -2.5610 0.1 -0.8 -0.4 -0.08
H 2.5132 -5.1026 -4.9828 -0.3 0.6 0.1 0.09
H 1.2710 -4.8144 -2.8439 -0.2 0.1 -0.2 0.10
H 0.7754 -2.5273 -1.9823 0.5 -0.1 -0.6 0.05
H 3.0577 -0.8537 -5.2148 0.1 0.1 0.0 0.11
H 3.3444 -3.1254 -6.1618 0.3 0.0 -0.4 0.08
H 1.5997 2.3970 -3.0722 -1.1 0.1 0.0 0.09
H 3.3664 3.9811 -3.0684 -0.1 0.4 0.0 0.08
H 5.7094 3.3085 -2.8043 0.3 -0.2 0.1 0.08
H 6.1870 0.8488 -2.3647 -0.3 -0.2 -0.1 0.09
H 4.3105 -0.7805 -2.3787 0.0 0.0 0.0 0.10
```
Forces are in eV/Å.

(2)
The following is a DFT calculation (ωB97M-V with the def2-TZVPD basis set) of a single C4H8N4O molecule.

Calculated values
M	128.13	g/mol
orbital gap	8.4	eV
ΔE to the lowest compared entry with this formula, charge and spin	180.4	kJ/mol
lowest unoccupied orbital energy	0.82	eV
SMILES	N=C=C(N)[C@H](N)C(N)=O
E_tot	-451.4495	Ha
charge	0
HOMO level	-7.60	eV

XYZ file:
```
17
Properties=species:S:1:pos:R:3:forces:R:3:lowdin_charge:R:1
N -2.0843 0.9443 -1.5313 -0.2 0.0 -0.5 0.12
C -1.4496 0.5058 -0.5722 -0.7 -0.5 0.4 -0.16
C -0.9377 -0.3615 0.2878 0.3 0.8 -0.2 -0.29
N -1.5565 -0.7314 1.4822 -0.2 -0.1 0.0 0.08
C 0.5535 -0.6603 0.1645 -0.3 0.6 -0.1 -0.28
N 1.0715 -1.1034 1.4403 0.1 0.0 0.0 0.05
C 1.1856 0.6744 -0.3148 1.5 -1.0 0.0 -0.52
N 1.1854 0.8521 -1.6664 -0.1 0.2 0.0 0.17
O 1.8228 1.3789 0.4436 -0.5 0.1 -0.1 0.06
H -2.1607 1.9582 -1.6178 0.2 0.0 0.2 0.06
H -2.5457 -0.9187 1.3923 0.2 -0.2 0.1 0.09
H -1.0112 -1.4408 1.9591 -0.2 0.0 0.0 0.07
H 0.7105 -1.4397 -0.5921 0.1 0.1 0.2 0.15
H 1.1376 -0.2941 2.0556 0.1 -0.1 -0.1 0.09
H 2.0141 -1.4592 1.3254 -0.1 0.0 0.0 0.09
H 1.5448 1.7290 -2.0121 -0.1 0.0 0.0 0.11
H 0.5199 0.3663 -2.2440 0.0 0.0 0.0 0.10
```
Forces are in eV/Å.

(3)
The following is a DFT calculation (ωB97M-V with the def2-TZVPD basis set) of C15H12BrN2O7STi as an isolated structure.

Calculated values
M	492.11	g/mol
orbital gap (alpha / beta)	6.7 / 6.7	eV
ΔE to the lowest compared entry with this formula, charge and spin	51.6	kJ/mol
lowest unoccupied orbital energy (alpha / beta)	2.41 / 2.41	eV
E_tot	-5036.9169	Ha
charge	-1
HOMO level (alpha / beta)	-4.26 / -4.26	eV

XYZ file:
```
39
Properties=species:S:1:pos:R:3:forces:R:3:lowdin_charge:R:1
Ti 0.2498 -0.2905 0.1714 -0.5 -0.6 -0.2 1.03
O -1.1071 -0.7078 -2.4851 -0.1 0.0 0.0 0.01
C -0.0859 -1.0925 -1.6451 -0.1 -0.1 -0.3 -0.65
O -0.3397 -1.9382 -0.6686 0.2 0.0 0.0 -0.12
C 1.2678 -1.0080 -2.2884 0.2 0.1 0.1 -0.09
O 2.0000 0.0497 -1.6067 0.0 0.1 0.0 -0.17
C 1.8181 1.3533 -2.1353 0.0 0.0 0.0 -0.10
C 0.6045 2.1077 -1.5757 0.0 0.0 0.0 -0.60
O 0.4359 3.2599 -1.9374 0.0 0.0 0.0 0.04
O -0.1142 1.4525 -0.7339 0.2 0.2 0.2 -0.17
H -1.8888 -0.5863 -1.9086 0.0 0.0 0.0 0.00
H 1.2236 -0.7740 -3.3541 -0.1 0.0 0.0 0.13
H 1.8472 -1.9131 -2.1133 0.0 0.0 0.0 0.14
H 1.7455 1.3293 -3.2260 0.0 0.0 0.0 0.13
H 2.7066 1.9285 -1.8690 0.0 0.0 0.0 0.13
S -3.1013 -0.0918 0.0620 0.0 0.0 0.0 0.60
C -2.5041 -0.7603 1.5092 0.0 0.2 0.0 -0.80
C -3.3700 -1.1921 2.5503 0.0 -0.1 0.0 -0.12
C -2.8685 -1.6540 3.7341 0.0 0.0 0.0 -0.09
C -1.4792 -1.7045 3.9277 0.0 0.0 0.0 -0.09
C -0.6859 -1.2790 2.8961 0.1 0.0 0.0 -0.14
N -1.1649 -0.8229 1.7240 0.1 0.1 0.2 -0.07
H -4.4336 -1.1347 2.3687 0.0 0.0 0.0 0.09
H -3.5418 -1.9756 4.5205 0.0 0.0 0.0 0.10
H -1.0385 -2.0615 4.8472 0.0 0.0 0.0 0.09
H 0.3950 -1.2939 2.9796 0.0 0.0 0.0 0.11
Br -0.7892 2.7641 2.0525 0.0 0.0 0.0 0.85
C 1.0477 2.3537 2.0266 0.0 -0.1 0.0 -0.69
C 1.9581 3.2605 2.5449 0.1 0.0 0.0 -0.10
C 3.2940 2.8956 2.5780 0.0 0.0 0.0 -0.05
C 3.6717 1.6425 2.1256 0.0 0.0 -0.1 0.01
C 2.6918 0.8095 1.6208 -0.1 0.0 0.1 -0.16
N 1.4056 1.1697 1.5507 0.0 0.2 0.1 0.04
C 2.9770 -0.6135 1.1639 0.0 0.1 -0.1 -0.58
O 4.1219 -1.0207 1.2057 0.0 -0.1 0.0 0.07
O 1.9181 -1.2503 0.8037 0.0 0.1 0.0 -0.10
H 1.6164 4.2161 2.9125 0.0 0.0 0.0 0.10
H 4.0299 3.5848 2.9728 0.0 0.0 0.0 0.11
H 4.6908 1.2850 2.1488 0.0 0.0 0.0 0.12
```
Forces are in eV/Å.

(4)
The following is a DFT calculation (ωB97M-V with the def2-TZVPD basis set) of a 2-piece molecular cluster, C5H10N2O overall.

Calculated values
M	114.15	g/mol
orbital gap	10.2	eV
ΔE to the lowest compared entry with this formula, charge and spin	311.6	kJ/mol
lowest unoccupied orbital energy	0.72	eV
SMILES	CCC=O.CNC#N
E_tot	-381.1668	Ha
charge	0
HOMO level	-9.51	eV

XYZ file:
```
18
Properties=species:S:1:pos:R:3:forces:R:3:lowdin_charge:R:1
C 0.5095 0.7969 2.6170 -0.1 0.2 -0.5 -0.13
C -0.3909 -0.0277 1.7109 -1.9 0.5 -1.2 -0.19
C -0.8340 0.7633 0.2203 0.1 -0.3 3.9 -0.27
O -1.9630 0.7284 -0.1916 0.5 0.3 0.4 0.01
H 0.4606 0.4382 3.6458 0.1 -0.2 -0.1 0.07
H 0.1653 1.8309 2.6738 0.1 0.1 -0.2 0.07
H 1.5382 0.7751 2.2610 0.1 0.1 0.1 0.07
H -1.4009 -0.0703 2.1267 -0.1 0.2 0.2 0.09
H -0.1138 -1.0851 1.7362 0.3 0.2 -0.8 0.09
H -0.0492 1.5096 0.0296 -0.2 0.2 -0.7 0.12
C -0.0041 -0.5784 -2.9555 0.4 -0.4 0.0 -0.05
N -0.0892 -0.5148 -1.4900 -0.3 -1.5 0.6 -0.09
C 0.9840 -0.8742 -0.7229 1.0 0.5 -2.5 -0.33
N 2.1266 -0.9294 -0.5199 -0.6 -0.3 0.9 0.17
H -0.0741 -1.6193 -3.2817 0.1 0.1 -0.1 0.09
H 0.9457 -0.1675 -3.2923 -0.1 0.1 0.0 0.09
H -0.8463 -0.0335 -3.3801 0.1 0.1 0.1 0.09
H -0.9644 -0.9420 -1.1874 0.4 0.2 0.0 0.12
```
Forces are in eV/Å.

- Which of these has the highest M?
  C51H54ClN8OSTa

- The lowest ΔE to the lowest compared entry with this formula, charge and spin belongs to which entry?
  C51H54ClN8OSTa

- Which formula does entry 4 have?
  C5H10N2O

- ΔE to the lowest compared entry with this formula, charge and spin of number 1 (C51H54ClN8OSTa)?
  0.0 kJ/mol